# C20H22BaN2O3

A structure of composition C20H22BaN2O3 at a distorted geometry (the ωB97M-V functional and the def2-TZVPD basis, OMol25).

Geometry as XYZ:
```
48
Properties=species:S:1:pos:R:3:lowdin_charge:R:1
C -3.630 -1.417 0.290 -0.080
C -3.468 1.479 -2.590 -0.429
H -3.035 -1.979 -0.517 -0.015
H -4.322 -0.810 -0.386 -0.013
H -3.264 -0.576 0.965 -0.013
H -2.966 0.598 -3.119 -0.116
H -4.253 0.887 -2.013 -0.108
H -3.043 2.132 -1.760 -0.167
C 0.564 -2.888 -0.890 -0.127
C 1.518 -3.908 -1.089 -0.043
C 2.603 -3.640 -1.927 -0.054
C 2.699 -2.373 -2.505 -0.007
H -0.276 -3.055 -0.208 0.101
H 1.389 -4.865 -0.595 0.105
H 3.369 -4.392 -2.126 0.112
H 3.529 -2.114 -3.153 0.095
N 0.616 -1.690 -1.486 0.049
C 1.700 -1.400 -2.243 -0.203
C 1.812 -0.007 -2.756 -0.204
N 0.803 0.841 -2.457 0.060
C 0.918 2.123 -2.832 -0.117
C 3.043 1.755 -3.902 -0.052
C 2.008 2.630 -3.564 -0.039
H 0.105 2.784 -2.512 0.068
H 2.025 3.679 -3.843 0.107
C 2.948 0.424 -3.489 -0.005
H 3.735 -0.287 -3.710 0.095
H 3.913 2.091 -4.469 0.113
Ba -1.927 0.141 -0.947 1.861
C -1.471 3.349 -0.865 -0.019
H -1.687 3.764 -1.852 0.010
H -0.423 3.411 -0.547 0.013
H -2.214 3.578 -0.095 0.020
O -0.677 2.226 3.768 0.044
C -0.371 1.032 4.284 -0.270
C -0.082 0.928 5.660 -0.016
C 0.250 -0.309 6.201 -0.090
C 0.297 -1.455 5.391 -0.100
C -0.004 -1.358 4.032 -0.031
C -0.336 -0.130 3.463 -0.078
C -0.706 -0.049 2.018 -0.612
O -0.779 -1.097 1.345 -0.147
O -0.984 1.119 1.525 -0.187
H -0.846 2.028 2.779 0.067
H -0.127 1.832 6.267 0.114
H 0.475 -0.381 7.266 0.101
H 0.565 -2.423 5.817 0.095
H 0.008 -2.228 3.378 0.112
```

Charge: 0
Kohn-Sham gap (spin up / spin down) in eV: 4.578 / 5.279
F_max in eV Å⁻¹: 3.96
E_LUMO (spin up / spin down) in eV: -1.7 / -0.9
E in a.u.: -1135.8240

***

# C20H22BrN3O2S

The molecule C20H22BrN3O2S at a distorted geometry (the ωB97M-V functional and the def2-TZVPD basis, OMol25).

Geometry as XYZ:
```
49
Properties=species:S:1:pos:R:3:lowdin_charge:R:1
C -0.328 5.599 1.046 -0.399
S -0.131 4.031 0.147 0.811
C -1.366 2.919 0.914 -0.448
C -1.434 1.525 0.312 -0.315
C -1.932 1.496 -1.165 -0.098
N -1.295 0.304 -1.667 -0.028
C -1.909 -0.552 -2.695 -0.083
C -3.094 -1.245 -2.072 -0.192
C -4.435 -0.765 -2.148 -0.028
C -5.410 -1.528 -1.540 -0.070
C -5.070 -2.727 -0.865 -0.131
N -3.801 -3.195 -0.793 0.069
C -2.842 -2.417 -1.393 -0.087
C -0.247 -0.160 -0.881 -0.370
O 0.342 -1.202 -1.075 0.061
C -0.083 0.796 0.301 -0.182
C 0.214 0.125 1.675 -0.042
C 1.687 -0.212 1.818 -0.437
O 2.294 0.488 2.607 0.063
N 2.296 -1.147 0.972 0.134
C 3.659 -1.479 0.935 -0.235
C 4.450 -1.481 2.084 -0.016
C 5.770 -1.941 2.062 -0.113
C 6.327 -2.389 0.846 -0.730
Br 8.086 -3.030 0.817 0.734
C 5.547 -2.368 -0.310 -0.121
C 4.192 -1.952 -0.267 -0.006
H -0.404 5.335 2.131 0.052
H -1.197 6.122 0.656 0.027
H 0.521 6.224 0.907 0.015
H -1.079 2.805 1.984 0.087
H -2.365 3.390 0.892 0.095
H -2.113 0.973 0.944 0.147
H -2.999 1.433 -1.168 0.111
H -1.633 2.402 -1.690 0.112
H -1.140 -1.249 -3.060 0.133
H -2.251 0.072 -3.519 0.126
H -4.672 0.171 -2.600 0.102
H -6.458 -1.219 -1.564 0.104
H -5.872 -3.236 -0.389 0.088
H -1.849 -2.867 -1.294 0.119
H 0.770 1.484 0.072 0.145
H -0.405 -0.776 1.769 0.133
H -0.089 0.791 2.509 0.129
H 1.731 -1.407 0.132 0.114
H 4.048 -1.200 3.064 0.117
H 6.331 -2.032 2.985 0.098
H 6.004 -2.697 -1.251 0.101
H 3.634 -2.010 -1.171 0.102
```

Charge: 0
Kohn-Sham gap in eV: 8.569
F_max in eV Å⁻¹: 2.35
E_LUMO in eV: 0.5
Structure (SMILES): CSC[C@H]1CN(Cc2cccnc2)C(=O)[C@@H]1CC(=O)Nc1ccc(Br)cc1
E in a.u.: -4062.3051

***

# C20H22Cl2N2OS

The molecule C20H22Cl2N2OS (the ωB97M-V functional and the def2-TZVPD basis, OMol25).

Geometry as XYZ:
```
48
Properties=species:S:1:pos:R:3:lowdin_charge:R:1
O 0.410 2.116 -1.405 0.055
C 0.301 1.169 -0.648 -0.459
C 0.719 1.288 0.808 -0.159
C 2.130 0.734 0.979 -0.464
S 2.770 0.977 2.671 0.859
C 3.676 2.564 2.475 -0.445
C 2.788 3.662 2.002 -0.340
C 2.831 4.085 0.677 -0.053
C 1.970 5.060 0.206 -0.072
C 1.049 5.637 1.062 -0.077
C 0.996 5.245 2.389 -0.105
C 1.858 4.264 2.850 -0.621
Cl 1.762 3.782 4.511 0.703
N -0.134 -0.037 -1.085 -0.051
C -0.402 -1.223 -0.307 -0.116
C -1.906 -1.556 -0.360 -0.126
N -2.338 -1.723 -1.730 -0.101
C -2.297 -2.972 -2.327 -0.223
C -1.890 -3.168 -3.653 -0.031
C -1.925 -4.423 -4.228 -0.082
C -2.353 -5.530 -3.517 -0.126
C -2.765 -5.338 -2.209 -0.674
Cl -3.329 -6.690 -1.287 0.670
C -2.749 -4.092 -1.617 -0.054
C -2.060 -0.522 -2.489 -0.134
C -0.567 -0.175 -2.464 -0.108
H 0.027 0.789 1.486 0.109
H 0.719 2.353 1.044 0.102
H 2.158 -0.342 0.805 0.067
H 2.820 1.222 0.292 0.083
H 4.072 2.763 3.470 0.060
H 4.495 2.384 1.780 0.081
H 3.549 3.639 0.005 0.117
H 2.014 5.357 -0.829 0.108
H 0.369 6.393 0.702 0.105
H 0.287 5.691 3.068 0.103
H -0.087 -1.101 0.726 0.112
H 0.157 -2.061 -0.745 0.138
H -2.090 -2.458 0.219 0.111
H -2.474 -0.731 0.084 0.133
H -1.532 -2.344 -4.247 0.097
H -1.601 -4.543 -5.251 0.107
H -2.372 -6.510 -3.963 0.100
H -3.115 -3.994 -0.608 0.101
H -2.423 -0.629 -3.509 0.119
H -2.615 0.297 -2.017 0.133
H -0.376 0.771 -2.971 0.122
H 0.016 -0.972 -2.940 0.128
```

Charge: 0
Kohn-Sham gap in eV: 8.543
F_max in eV Å⁻¹: 0.59
E_LUMO in eV: 0.5
Structure (SMILES): O=C(CCSCc1ccccc1Cl)N1CCN(c2cccc(Cl)c2)CC1
E in a.u.: -2278.6713

***

# C20H22MoN8O2S2

A structure of composition C20H22MoN8O2S2 (the ωB97M-V functional and the def2-TZVPD basis, OMol25).

Geometry as XYZ:
```
55
Properties=species:S:1:pos:R:3:lowdin_spin:R:1
Mo -0.157 0.491 1.114 1.767
C 3.588 5.093 -1.430 0.001
C 3.382 4.756 0.037 0.001
N 3.235 3.307 0.250 0.014
C 2.079 2.681 0.386 0.009
S 2.109 0.929 0.470 0.030
N 0.949 3.358 0.427 -0.006
N -0.120 2.532 0.546 0.005
C -1.300 3.090 0.635 0.013
C -1.486 4.555 0.747 0.001
C -2.432 2.166 0.412 0.013
C -3.746 2.557 0.300 0.005
C -4.701 1.597 -0.033 0.010
C -4.315 0.285 -0.229 0.003
C -2.981 -0.047 -0.062 0.012
N -2.064 0.875 0.235 0.010
H 3.712 6.169 -1.545 0.000
H 2.730 4.781 -2.026 0.000
H 4.482 4.610 -1.825 0.000
H 2.487 5.229 0.431 0.000
H 4.228 5.081 0.642 0.000
H 4.063 2.736 0.177 -0.001
H -0.605 5.018 1.178 0.000
H -2.368 4.790 1.342 0.001
H -1.631 4.980 -0.252 0.000
H -4.023 3.590 0.450 0.000
H -5.739 1.882 -0.138 0.000
H -5.028 -0.482 -0.494 0.000
H -2.634 -1.067 -0.155 0.001
N -0.808 2.416 8.105 0.001
C -0.766 1.621 7.019 0.001
C -0.614 2.179 5.728 0.001
C -0.581 1.369 4.626 0.008
C -0.689 -0.019 4.772 0.001
C -0.835 -0.587 6.042 0.001
C -0.877 0.224 7.148 0.000
S -0.644 -1.083 3.442 0.006
O -0.812 -2.435 3.833 -0.003
O -1.581 -0.577 2.355 0.040
N 0.750 -0.762 2.618 0.003
C 1.003 -1.787 1.667 0.020
N 1.640 -2.901 1.910 0.000
C 1.823 -3.691 0.851 0.014
C 1.399 -3.357 -0.437 0.002
C 0.741 -2.163 -0.606 0.005
N 0.517 -1.399 0.475 0.003
H -0.688 3.410 8.032 0.000
H -0.882 2.027 9.028 0.000
H -0.519 3.252 5.620 0.000
H -0.454 1.833 3.652 0.007
H -0.911 -1.660 6.147 0.000
H -0.991 -0.213 8.131 0.000
H 2.337 -4.626 1.038 0.001
H 1.585 -4.008 -1.278 0.000
H 0.387 -1.807 -1.563 0.001
```

Charge: +2
Kohn-Sham gap (spin up / spin down) in eV: 5.861 / 5.787
F_max in eV Å⁻¹: 0.76
E_LUMO (spin up / spin down) in eV: -7.6 / -7.7
2S+1: 3
E in a.u.: -2227.9335

***

# C20H22N2O2SbSe4TeZr

A structure of composition C20H22N2O2SbSe4TeZr at a distorted geometry (the ωB97M-V functional and the def2-TZVPD basis, OMol25).

Geometry as XYZ:
```
53
Properties=species:S:1:pos:R:3:lowdin_charge:R:1
Zr -0.239 -0.530 -0.056 0.883
N 1.715 -0.133 -1.252 -0.060
C 2.298 1.079 -0.689 -0.274
C 3.638 1.283 -0.603 0.005
C 4.145 2.525 -0.162 -0.028
C 3.300 3.543 0.155 -0.001
C 1.900 3.339 0.120 -0.153
C 0.962 4.318 0.506 0.032
C -0.368 4.019 0.511 -0.010
C -0.773 2.723 0.181 -0.104
N 0.069 1.771 -0.185 -0.044
C 1.400 2.084 -0.267 -0.232
H 2.407 -0.860 -1.245 0.024
H 1.474 0.049 -2.224 0.131
H 4.318 0.488 -0.881 0.129
H 5.218 2.668 -0.103 0.124
H 3.684 4.512 0.456 0.130
H 1.314 5.302 0.806 0.138
H -1.111 4.749 0.803 0.124
H -1.816 2.459 0.243 0.113
C -0.392 0.123 9.124 -0.037
C -0.132 0.078 7.638 -0.247
C -1.124 0.387 6.721 -0.009
C -0.863 0.462 5.360 -0.325
C -2.016 0.523 4.394 -0.082
C 0.454 0.276 4.933 -0.528
Te 0.975 0.793 2.939 1.038
C 1.436 -0.267 5.800 -0.308
C 2.769 -0.866 5.371 -0.077
C 1.103 -0.333 7.150 -0.011
H -1.437 0.345 9.342 0.077
H 0.223 0.898 9.586 0.087
H -0.127 -0.826 9.598 0.087
H -2.141 0.552 7.071 0.123
H -2.921 0.908 4.870 0.088
H -2.225 -0.486 4.075 0.074
H -1.802 1.132 3.522 0.020
H 3.567 -0.123 5.346 0.087
H 2.701 -1.288 4.385 -0.004
H 3.042 -1.679 6.046 0.090
H 1.841 -0.736 7.842 0.130
C -4.584 0.398 0.198 0.035
O -3.386 0.341 1.047 -0.041
C -2.251 0.094 0.543 -0.642
O -2.104 -0.106 -0.719 -0.268
H -4.825 1.440 0.026 0.102
H -5.371 -0.081 0.765 0.103
H -4.417 -0.113 -0.737 0.093
Se 0.111 -3.360 4.000 0.038
Sb 0.400 -1.737 2.230 -0.145
Se -0.092 -3.105 -0.622 0.137
Se 2.604 -2.009 1.170 0.118
Se -1.657 -2.532 0.845 0.269
```

Charge: +1
Kohn-Sham gap in eV: 4.930
F_max in eV Å⁻¹: 5.92
E_LUMO in eV: -5.1
E in a.u.: -11196.1779

***

Quick rundown of relative energy (zero: lowest compared OMol25 entry of this formula, charge and spin), same order as above: 146.6 5.0 3.0 0.0 91.6 kcal per mole